The following is a DFT calculation (ωB97M-V/def2-TZVPD) of a 2-piece molecular cluster, C2FN3 overall at a distorted geometry.

```
6
Properties=species:S:1:pos:R:3:forces:R:3:lowdin_charge:R:1
C 0.365064 -0.473860 1.640102 1.508 1.654 -0.838 -0.517
C -0.440060 0.579712 -1.765149 -1.738 2.044 -3.469 -0.256
N -0.225910 -1.427984 1.943930 -1.980 -2.827 1.411 0.210
N -0.084334 -0.016941 -0.881268 0.738 -1.664 1.468 0.176
N 1.028040 0.416692 1.106811 0.891 1.237 0.488 0.205
F -0.922128 1.204776 -2.780166 0.581 -0.445 0.939 0.181
```
Positions in Å, forces in eV/Å.

## Properties
- HOMO-LUMO gap (alpha / beta) (eV) = 8.22 / 8.10
- total charge = 0

---

The following is a DFT calculation (ωB97M-V/def2-TZVPD) of C11H17BN6Pd as an isolated structure at a distorted geometry.

```
36
Properties=species:S:1:pos:R:3:forces:R:3:lowdin_charge:R:1
H -0.432776 -2.006661 2.675555 -0.011 -0.026 -0.166 0.135
N 0.243021 -2.023939 0.675211 -0.604 -1.778 0.158 0.096
B 0.821577 -2.506175 -1.731463 0.127 1.264 -0.702 -0.476
N 0.326356 -2.937174 -0.328536 -0.013 0.176 1.196 0.038
C -0.107580 -4.112262 0.158442 0.074 0.828 0.073 -0.027
Pd 0.725043 0.762882 -0.513973 -3.033 -0.036 2.491 0.812
H -0.096963 -4.988822 -0.469477 -0.037 0.046 0.060 0.132
C -0.510189 -3.926492 1.479562 0.064 0.159 0.000 -0.031
H -0.925389 -4.667784 2.132704 -0.002 -0.095 0.108 0.099
C -0.278819 -2.580727 1.773590 0.200 -0.496 -0.714 -0.033
H 1.016998 -3.463038 -2.424959 -0.035 -0.075 0.159 0.118
C 1.065205 2.591059 -1.277581 -0.092 1.618 -0.692 -0.241
H 0.697814 3.271956 -0.492306 0.237 -0.009 -0.439 -0.013
H 0.487552 2.693913 -2.208273 0.299 0.212 0.224 -0.015
H 2.146013 2.686292 -1.448240 -0.262 0.202 -0.104 -0.031
N 2.110265 -1.638531 -1.613110 0.110 1.469 0.456 -0.006
N -0.254805 -1.583882 -2.377466 -0.364 1.074 0.321 -0.019
N 2.120516 -0.327020 -1.097719 5.823 -3.252 -2.173 -0.176
N -0.478796 -0.305559 -1.901345 -1.034 -0.583 -1.307 -0.044
C 3.333150 -1.925297 -2.094270 0.256 0.418 0.173 -0.087
C -1.081580 -1.819070 -3.416169 -0.044 0.630 0.186 -0.079
H 3.511169 -2.881677 -2.569478 0.066 0.181 0.100 0.118
H -1.054033 -2.772109 -3.922704 -0.055 0.105 -0.014 0.117
C 4.171692 -0.838231 -1.872603 0.089 -0.333 -0.064 -0.069
C -1.845464 -0.677325 -3.630231 0.044 -0.226 0.078 -0.065
C 3.396682 0.133179 -1.234354 -1.312 -1.630 -0.464 -0.124
C -1.449449 0.245878 -2.648927 0.769 -1.324 0.106 -0.116
H 5.207580 -0.750705 -2.144801 0.074 -0.088 -0.033 0.088
H -2.583828 -0.522267 -4.391337 -0.140 -0.061 -0.127 0.086
H 3.650139 1.132583 -0.915260 -0.056 -0.124 -0.003 0.096
H -1.805731 1.248540 -2.452753 0.171 -0.154 0.027 0.112
H 0.395329 -1.023001 0.476283 0.214 0.792 -0.058 0.046
C -0.804687 1.193679 0.714347 -0.624 0.835 0.593 -0.335
H -1.268332 2.098437 0.293564 -0.323 -0.226 0.566 -0.033
H -0.342789 1.390191 1.697620 -0.518 0.136 -0.102 -0.036
H -1.513903 0.354113 0.776598 -0.053 0.369 0.086 -0.036
```
Positions in Å, forces in eV/Å.

## Properties
- HOMO-LUMO gap (alpha / beta) (eV) = 5.74 / 7.39
- expectation value of S² = 2.01
- 2S+1 = 3
- total charge = 0

---

The following is a DFT calculation (ωB97M-V/def2-TZVPD) of C59H62F9KN7O4P2S3 as an isolated structure at a distorted geometry.

```
147
Properties=species:S:1:pos:R:3:forces:R:3:lowdin_charge:R:1
K -0.244928 0.203669 0.286653 1.604 0.573 0.438 0.594
C -0.036174 0.271108 3.988884 -0.056 -0.134 0.003 -0.116
N 1.178918 -0.012322 3.232583 -0.014 0.057 -0.001 -0.141
C 2.272413 0.865476 3.593769 0.040 -0.187 -0.017 -0.137
C 2.232965 2.227599 2.961000 0.384 0.310 0.164 -0.281
C 2.928349 3.281115 3.556440 -0.011 -0.053 -0.155 -0.029
C 3.002336 4.493957 2.901536 -0.093 -0.111 -0.025 -0.061
C 2.364258 4.627533 1.678026 -0.029 0.032 -0.029 -0.048
C 1.685454 3.528375 1.177107 0.147 0.401 -0.172 -0.143
N 1.629367 2.361946 1.793226 -0.242 -0.576 -0.058 0.132
C 1.592994 -1.392269 3.422901 0.246 -0.010 0.001 -0.168
C 0.652251 -2.442452 2.911823 -0.004 -0.268 0.353 -0.301
C 0.516349 -3.645811 3.601091 -0.059 0.085 -0.030 -0.014
C -0.256285 -4.651338 3.052092 0.055 0.056 -0.088 -0.059
C -0.852264 -4.431035 1.821732 0.026 -0.030 -0.001 -0.049
C -0.647870 -3.203612 1.213472 -0.178 -0.366 -0.124 -0.134
N 0.072082 -2.232391 1.741239 0.143 0.433 -0.083 0.099
C -0.530698 1.682992 3.838381 0.048 0.284 0.599 -0.268
C -0.170247 2.673271 4.753559 -0.102 -0.016 -0.049 -0.033
C -0.654268 3.958889 4.590518 0.027 -0.052 -0.004 -0.064
C -1.531120 4.213439 3.549431 0.019 -0.039 0.063 -0.059
C -1.870691 3.150297 2.726566 -0.164 0.378 0.047 -0.148
N -1.367966 1.939255 2.847872 -0.008 -0.523 -0.357 0.146
H 0.125418 0.077189 5.068414 0.004 -0.046 -0.090 0.134
H -0.823488 -0.388145 3.621706 -0.074 -0.032 0.093 0.109
H 3.199464 0.401025 3.237795 -0.037 -0.015 0.088 0.138
H 2.375656 0.982983 4.690647 0.004 -0.078 -0.079 0.129
H 3.414091 3.143402 4.509275 0.054 -0.075 0.167 0.111
H 3.547877 5.317624 3.336358 0.052 0.109 0.034 0.104
H 2.399919 5.557750 1.132327 -0.033 0.077 -0.113 0.095
H 1.183065 3.560063 0.221254 0.002 0.145 -0.090 0.066
H 1.822512 -1.600308 4.485771 -0.008 -0.001 -0.090 0.131
H 2.507155 -1.547005 2.840381 0.093 0.054 0.187 0.052
H 1.021212 -3.800584 4.544034 0.028 0.092 0.067 0.110
H -0.376642 -5.593896 3.568695 -0.015 -0.043 0.006 0.105
H -1.449663 -5.191512 1.343077 -0.079 -0.023 -0.076 0.105
H -1.078448 -2.992001 0.244327 -0.131 -0.077 -0.144 0.109
H 0.482697 2.440483 5.582035 0.089 -0.070 0.049 0.111
H -0.363924 4.742538 5.276636 0.010 0.055 0.033 0.105
H -1.954582 5.195427 3.398930 -0.063 0.053 -0.045 0.101
H -2.611146 3.271110 1.946580 -0.057 0.078 -0.147 0.087
C 3.728796 -0.801689 -1.942670 -0.096 -0.145 0.055 -0.225
C 2.557479 -1.709510 -2.347099 0.325 0.030 -0.017 -0.220
N 1.288615 -1.018231 -2.221507 -0.570 -0.421 -0.095 -0.091
C 0.839162 -0.256179 -3.354951 0.084 -0.008 -0.051 -0.293
C 1.636301 1.022774 -3.601016 -0.149 0.118 0.252 -0.431
S 1.654333 2.196179 -2.200871 0.083 0.047 -0.052 0.891
C 3.421557 2.299277 -1.766084 -0.263 -0.167 0.144 -0.438
C 3.888101 1.316494 -0.682982 0.129 -0.026 -0.081 -0.287
N 3.287994 0.022697 -0.834444 0.424 0.021 0.457 -0.086
H 4.026557 -0.164223 -2.776318 0.049 0.076 -0.001 0.093
H 4.591995 -1.437110 -1.695721 -0.121 0.093 -0.069 0.065
H 2.549932 -2.552127 -1.653841 0.005 0.024 -0.092 0.047
H 2.735630 -2.099727 -3.363661 -0.084 -0.041 0.087 0.119
H 0.566353 -1.677712 -1.968715 -0.038 -0.079 -0.061 0.099
H -0.203917 0.003362 -3.159340 0.032 -0.076 -0.117 0.081
H 0.884386 -0.835806 -4.302893 -0.105 0.102 0.106 0.124
H 1.196094 1.557309 -4.446515 0.084 -0.075 -0.069 0.058
H 2.667334 0.795151 -3.851111 0.049 0.037 -0.099 0.061
H 3.569459 3.321578 -1.417936 0.111 0.058 -0.083 0.061
H 3.979437 2.169104 -2.690865 0.064 0.074 -0.066 0.065
H 3.584275 1.697843 0.294448 0.086 0.020 -0.062 0.089
H 4.998052 1.311173 -0.715324 -0.127 0.043 0.059 0.119
H 3.360528 -0.525648 0.013681 -0.022 -0.003 0.068 0.043
C 6.699731 -6.366032 2.517784 -0.018 0.340 -0.152 -0.052
C 6.161186 -4.939019 2.438007 0.006 -0.150 0.463 -0.467
C 4.936556 -4.773625 3.325375 0.161 0.174 -0.060 -0.095
O 5.956182 -4.611088 1.072840 -0.042 0.027 -0.327 -0.344
P 4.631417 -4.422519 0.172770 0.516 -0.142 -0.068 -0.134
S 5.334044 -4.208097 -1.654258 -0.276 0.033 0.195 0.196
S 3.404469 -3.055908 0.938623 -0.001 -0.084 -0.283 0.361
O 3.960501 -5.911492 0.384241 0.586 0.510 0.148 -0.325
C 2.589468 -6.117190 0.118180 -0.892 -0.234 -0.023 -0.533
C 2.223678 -7.477206 0.711425 0.168 0.384 -0.060 -0.050
C 2.290192 -6.058670 -1.375912 0.110 0.137 0.300 -0.068
H 7.007669 -6.596341 3.536647 0.018 -0.046 0.095 0.073
H 7.551525 -6.474841 1.850968 0.096 -0.045 -0.034 0.078
H 5.926608 -7.064309 2.204345 -0.083 -0.073 -0.018 0.076
H 6.942557 -4.236637 2.771087 -0.166 -0.175 -0.021 0.139
H 4.185421 -5.514341 3.061678 -0.147 -0.037 0.012 0.070
H 4.505750 -3.784875 3.196636 -0.049 -0.021 0.064 0.016
H 5.222387 -4.902779 4.367598 0.083 -0.122 0.122 0.075
H 2.011795 -5.325917 0.626827 0.130 -0.206 -0.082 0.081
H 2.820768 -8.258151 0.241629 0.014 -0.075 -0.047 0.078
H 1.168064 -7.683728 0.543974 -0.087 -0.046 0.000 0.072
H 2.423454 -7.487288 1.782166 -0.008 -0.015 0.073 0.070
H 2.868605 -6.816770 -1.898832 0.058 -0.088 -0.114 0.083
H 2.575440 -5.084938 -1.769899 -0.040 -0.002 -0.102 0.027
H 1.227918 -6.222342 -1.548937 -0.120 -0.037 -0.020 0.076
O -3.183583 -1.271271 3.078943 -0.152 -0.069 0.057 0.061
C -3.227413 -1.301858 1.863460 -0.265 -0.270 0.331 -0.466
N -2.585829 -0.459075 1.014583 0.242 0.688 0.211 0.066
C -2.709688 -0.883785 -0.240441 -0.510 -0.370 -0.158 -0.546
O -2.146314 -0.383174 -1.223838 -0.226 -0.890 -0.450 -0.165
C -3.614217 -2.082802 -0.281177 -0.387 -0.241 0.252 -0.100
C -4.095426 -2.853509 -1.315015 0.134 0.137 0.023 -0.010
C -4.986920 -3.872433 -0.996707 -0.058 -0.079 -0.110 -0.085
C -5.360871 -4.109372 0.315728 -0.080 -0.079 0.061 -0.088
C -4.846204 -3.348051 1.361705 0.090 0.131 0.110 -0.012
C -3.975438 -2.330499 1.041147 0.013 -0.074 -0.430 -0.091
H -3.787750 -2.669624 -2.332972 0.020 0.048 -0.158 0.110
H -5.400523 -4.485142 -1.783978 -0.034 -0.078 -0.080 0.097
H -6.070663 -4.895473 0.528743 -0.038 -0.107 0.019 0.096
H -5.129037 -3.543562 2.386916 0.018 0.023 0.064 0.114
F -8.450945 4.862884 -1.650804 0.082 -0.143 -0.115 0.131
C -7.575144 5.239948 -0.692628 -0.381 0.157 -0.048 -0.585
F -7.461278 6.577379 -0.819937 0.234 0.070 -0.022 0.129
F -8.193618 5.026085 0.477265 0.120 -0.180 0.220 0.135
C -6.259388 4.532651 -0.821353 0.030 -0.088 0.096 -0.122
C -5.422070 4.903105 -1.871974 -0.086 -0.060 0.126 -0.001
C -4.225914 4.241882 -2.049997 -0.160 -0.018 0.069 -0.056
C -3.847362 3.217943 -1.181519 -0.143 -0.058 0.199 -0.350
C -4.687038 2.861910 -0.132821 0.256 -0.065 -0.143 -0.074
C -5.898495 3.509620 0.047921 -0.339 0.383 -0.132 0.001
P -2.260011 2.311099 -1.450619 -0.268 0.929 -0.084 1.161
C -2.754703 1.600582 -3.053941 0.173 -0.149 -0.062 -0.337
C -1.872797 1.471089 -4.119781 -0.123 0.144 0.111 -0.089
C -2.167415 0.647447 -5.188772 -0.235 -0.178 -0.065 0.000
C -3.353384 -0.075017 -5.183406 0.038 0.002 -0.065 -0.117
C -4.261969 0.067905 -4.141086 0.034 -0.089 -0.194 0.000
C -3.962662 0.902790 -3.086091 0.133 0.113 -0.087 -0.069
C -3.582530 -1.075435 -6.275149 0.012 -0.248 -0.345 -0.583
F -3.428648 -0.552651 -7.510533 0.072 0.235 0.020 0.128
F -2.710197 -2.101995 -6.206245 0.145 0.015 0.130 0.136
F -4.804442 -1.629214 -6.257189 -0.234 0.095 0.216 0.131
C -1.318688 3.866465 -1.756481 0.203 -0.058 0.010 -0.376
C -0.803065 4.437955 -2.914087 -0.113 0.071 0.067 -0.098
C -0.017239 5.575532 -2.841015 0.037 0.174 0.127 -0.009
C 0.233424 6.176990 -1.614161 -0.048 0.023 0.101 -0.118
C -0.323067 5.651096 -0.454088 0.163 0.154 -0.202 -0.015
C -1.061200 4.492479 -0.537881 -0.095 -0.035 -0.083 -0.114
C 1.118670 7.383491 -1.539484 0.219 0.356 -0.075 -0.582
F 0.665714 8.415854 -2.280941 -0.174 -0.067 -0.174 0.131
F 1.256489 7.863381 -0.291776 -0.134 -0.111 0.275 0.124
F 2.371548 7.142955 -1.976284 0.008 -0.235 -0.141 0.134
H -5.714862 5.703498 -2.536883 -0.014 0.030 -0.046 0.123
H -3.578864 4.518301 -2.870594 0.022 0.034 -0.037 0.110
H -4.386784 2.061665 0.529735 0.019 -0.108 0.121 0.104
H -6.561457 3.228616 0.854341 0.009 -0.006 0.028 0.121
H -0.923890 1.978386 -4.086080 0.149 0.039 -0.062 0.071
H -1.464634 0.530541 -6.001403 0.054 -0.016 -0.052 0.128
H -5.180905 -0.499558 -4.142517 -0.045 -0.032 -0.008 0.121
H -4.647333 0.972484 -2.252587 -0.065 -0.006 0.022 0.112
H -1.004241 4.010282 -3.882228 0.000 -0.081 -0.112 0.097
H 0.408469 5.998479 -3.738769 0.044 0.023 -0.102 0.126
H -0.147622 6.120499 0.502167 0.034 0.013 0.061 0.119
H -1.440817 4.035526 0.365207 0.014 0.040 0.117 0.074
```
Positions in Å, forces in eV/Å.

## Properties
- HOMO-LUMO gap (eV) = 6.50
- total charge = -1

---

| no. | energy (Eh) |
| --- | --- |
| 1 | -340.141857 |
| 2 | -910.501629 |
| 3 | -6346.075928 |